Entry 1:
This record from the Open Molecules 2025 dataset describes C59H55Cl2N5P3SiTi as an isolated structure. The level of theory is wB97M-V/def2-TZVPD.

Last column: Mulliken spin population.
Cartesian coordinates (Å):
1 Ti -0.762 0.169 0.173  0.01
2 C -2.195 1.086 -5.881  0.00
3 C -2.657 2.232 -5.250  0.00
4 C -2.236 2.543 -3.963  0.00
5 C -1.352 1.699 -3.291  0.00
6 C -0.901 0.544 -3.933  0.00
7 C -1.310 0.242 -5.223  0.00
8 P -0.753 2.068 -1.598  0.00
9 C -1.897 3.388 -1.076  0.00
10 C -3.210 3.025 -0.763  0.00
11 C -4.139 3.988 -0.415  0.00
12 C -3.766 5.328 -0.378  0.00
13 C -2.465 5.693 -0.678  0.00
14 C -1.526 4.724 -1.020  0.00
15 C 0.847 2.874 -1.866  0.00
16 C 1.056 3.756 -2.927  0.00
17 C 2.309 4.315 -3.111  0.00
18 C 3.348 3.996 -2.242  0.00
19 C 3.131 3.131 -1.181  0.00
20 C 1.874 2.551 -0.978  0.00
21 Si 1.520 1.349 0.422  0.00
22 C 2.861 0.023 0.413  0.00
23 C 4.092 0.234 1.037  0.00
24 C 5.040 -0.778 1.109  0.00
25 C 4.782 -2.011 0.530  0.00
26 C 3.587 -2.225 -0.143  0.00
27 C 2.620 -1.226 -0.180  0.00
28 P 1.129 -1.315 -1.231  0.00
29 C 2.011 -1.197 -2.843  0.00
30 C 2.485 -2.341 -3.483  0.00
31 C 3.295 -2.226 -4.604  0.00
32 C 3.640 -0.975 -5.094  0.00
33 C 3.159 0.167 -4.469  0.00
34 C 2.349 0.056 -3.349  0.00
35 C 0.532 -3.037 -1.257  0.00
36 C 0.852 -3.988 -0.293  0.00
37 C 0.298 -5.261 -0.354  0.00
38 C -0.600 -5.587 -1.360  0.00
39 C -0.943 -4.635 -2.314  0.00
40 C -0.378 -3.369 -2.263  0.00
41 C 1.562 2.312 2.039  0.00
42 C 1.824 3.678 2.116  0.00
43 C 1.798 4.333 3.342  0.00
44 C 1.515 3.631 4.504  0.00
45 C 1.247 2.269 4.448  0.00
46 C 1.249 1.615 3.223  0.00
47 P 1.052 -0.180 3.002  0.00
48 C 2.593 -0.770 3.839  0.00
49 C 3.625 0.116 4.147  0.00
50 C 4.760 -0.318 4.818  0.00
51 C 4.900 -1.650 5.174  0.00
52 C 3.912 -2.555 4.812  0.00
53 C 2.780 -2.120 4.142  0.00
54 C -0.296 -0.734 4.120  -0.01
55 C -1.182 0.143 4.742  -0.01
56 C -2.228 -0.337 5.519  -0.01
57 C -2.419 -1.700 5.683  0.00
58 C -1.561 -2.589 5.049  0.00
59 C -0.525 -2.107 4.261  0.00
60 H -2.518 0.852 -6.888  0.00
61 H -3.342 2.895 -5.764  0.00
62 H -2.593 3.448 -3.488  0.00
63 H -0.215 -0.119 -3.424  0.00
64 H -0.932 -0.645 -5.715  0.00
65 H -3.504 1.981 -0.796  0.00
66 H -5.155 3.701 -0.175  0.00
67 H -4.493 6.085 -0.114  0.00
68 H -2.175 6.735 -0.660  0.00
69 H -0.510 5.020 -1.247  0.00
70 H 0.249 4.005 -3.606  0.00
71 H 2.478 4.994 -3.937  0.00
72 H 4.330 4.424 -2.398  0.00
73 H 3.949 2.897 -0.509  0.00
74 H 4.311 1.200 1.479  0.00
75 H 5.979 -0.605 1.619  0.00
76 H 5.518 -2.802 0.581  0.00
77 H 3.429 -3.169 -0.651  0.00
78 H 2.232 -3.326 -3.114  0.00
79 H 3.665 -3.120 -5.088  0.00
80 H 4.289 -0.889 -5.955  0.00
81 H 3.421 1.146 -4.847  0.00
82 H 1.990 0.953 -2.867  0.00
83 H 1.544 -3.742 0.504  0.00
84 H 0.577 -6.004 0.383  0.00
85 H -1.024 -6.581 -1.409  0.00
86 H -1.639 -4.885 -3.105  0.00
87 H -0.626 -2.637 -3.026  0.00
88 H 2.043 4.238 1.214  0.00
89 H 2.008 5.394 3.393  0.00
90 H 1.518 4.139 5.459  0.00
91 H 1.065 1.721 5.364  0.00
92 H 3.555 1.159 3.875  0.00
93 H 5.532 0.398 5.069  0.00
94 H 5.769 -1.983 5.725  0.00
95 H 4.020 -3.604 5.054  0.00
96 H 2.048 -2.864 3.859  0.00
97 H -1.057 1.211 4.627  0.03
98 H -2.892 0.364 6.009  0.00
99 H -3.225 -2.070 6.303  0.00
100 H -1.693 -3.657 5.181  0.00
101 H 0.141 -2.820 3.785  0.00
102 C -5.237 -2.563 -1.663  0.00
103 N -4.161 -1.609 -1.931  0.00
104 C -4.377 -0.560 -2.930  0.00
105 C -3.087 -1.519 -1.136  -0.01
106 N -2.172 -0.591 -1.251  -0.01
107 N -2.974 -2.502 -0.173  0.00
108 C -2.027 -2.586 0.817  0.00
109 N -2.153 -3.642 1.626  0.00
110 N -1.066 -1.715 0.930  -0.01
111 H -5.994 -2.454 -2.433  0.00
112 H -5.708 -2.374 -0.696  0.00
113 H -4.881 -3.594 -1.718  0.00
114 H -5.265 -0.804 -3.504  0.00
115 H -3.537 -0.496 -3.623  0.00
116 H -4.529 0.413 -2.457  0.00
117 H -2.382 0.015 -2.033  0.00
118 H -3.698 -3.199 -0.154  0.00
119 H -2.932 -4.274 1.564  0.00
120 H -1.595 -3.680 2.462  0.00
121 H -0.412 -1.972 1.660  0.00
122 Cl -1.478 1.625 1.642  0.01
123 C -4.832 0.729 2.771  0.81
124 Cl -4.136 -0.311 1.614  0.09
125 H -4.753 0.428 3.802  0.06
126 H -5.013 1.747 2.468  0.04

Properties
electronic energy: -153422.28473 eV
E_HOMO (alpha / beta): -12.43 / -12.44 eV
energy above the lowest of the compared OMol25 structures with the same formula, charge and spin: 0.668 eV
E_LUMO (alpha / beta): -0.1959 / -0.1959 Eh
net charge: +2
spin multiplicity: 2

Entry 2:
This record from the Open Molecules 2025 dataset describes one molecule with the formula C13H12Cl2N2O2. The level of theory is wB97M-V/def2-TZVPD.

Last column: Löwdin charge in e.
Cartesian coordinates (Å):
1 C 4.151 -0.047 1.846  -0.08
2 O 2.916 0.107 2.495  -0.19
3 C 1.937 0.577 1.797  -0.26
4 C 1.443 -0.439 0.865  -0.17
5 C 1.501 -1.808 1.404  0.07
6 C 0.876 -2.758 0.702  -0.25
7 O 0.870 -4.141 0.567  -0.15
8 N 0.158 -2.386 -0.617  0.18
9 C 0.021 -0.936 -0.825  -0.38
10 C -0.702 -0.666 -2.014  -0.06
11 C -1.640 0.666 -1.643  -0.16
12 C -1.520 1.948 -1.634  -0.69
13 Cl -0.246 2.375 -2.634  0.78
14 C -2.421 3.011 -1.253  0.04
15 C -3.569 2.468 -0.462  0.02
16 C -3.763 1.064 -0.485  -0.20
17 C -2.980 0.104 -0.798  -0.57
18 Cl -3.269 -1.599 -0.448  0.68
19 N 0.552 -0.304 0.006  0.18
20 H 4.395 0.895 1.188  0.12
21 H 4.984 -0.311 2.523  0.09
22 H 4.018 -0.997 1.020  0.15
23 H 2.097 1.241 1.146  0.06
24 H 1.265 0.913 2.718  0.21
25 H 2.074 -2.035 2.185  0.08
26 H -0.465 -2.963 -1.199  0.13
27 H -0.127 -0.087 -2.517  -0.01
28 H -1.297 -1.560 -2.645  0.20
29 H -2.307 3.869 -1.326  -0.03
30 H -4.233 3.127 -0.313  0.02
31 H -4.718 0.674 0.352  0.19

Properties
electronic energy: -45783.02202 eV
E_HOMO: -8.36 eV
E_LUMO: -0.0284 Eh
SMILES: COCc1cc(=O)[nH]c(Cc2c(Cl)cccc2Cl)n1

Entry 3:
This record from the Open Molecules 2025 dataset describes a 3-piece molecular cluster, C38H52F26IN2O13P3 overall. The level of theory is wB97M-V/def2-TZVPD.

Last column: Löwdin charge in e.
Cartesian coordinates (Å):
1 C -8.350 3.063 -0.410  0.11
2 C -7.051 2.979 -0.630  -0.05
3 C -5.443 2.877 -0.898  -0.38
4 C -4.757 4.330 -1.156  -0.05
5 C -5.819 5.450 -1.714  -0.16
6 O -6.406 6.084 -0.514  -0.08
7 C -7.462 6.986 -0.875  -0.35
8 O -7.426 8.157 -0.346  0.04
9 C -8.711 6.655 -1.830  -0.14
10 C -8.410 6.998 -3.411  -0.11
11 O -5.065 1.841 -1.825  -0.09
12 C -5.497 2.057 -3.181  -0.17
13 C -4.212 2.394 -4.152  -0.08
14 C -3.133 1.207 -4.240  -0.70
15 O -2.154 1.193 -3.405  -0.09
16 I -3.141 -0.425 -5.703  0.85
17 C -6.505 0.967 -3.796  -0.17
18 F -7.848 1.501 -3.640  0.04
19 F -6.282 0.966 -5.244  0.00
20 C -6.338 -0.555 -3.290  -0.14
21 F -4.984 -0.877 -2.856  0.04
22 F -6.500 -1.373 -4.498  0.01
23 C -7.476 -1.079 -2.281  -0.15
24 F -8.812 -1.088 -2.862  0.08
25 F -7.565 -0.060 -1.236  0.02
26 C -7.176 -2.454 -1.500  -0.13
27 F -8.292 -2.574 -0.555  0.06
28 F -6.025 -2.319 -0.616  0.06
29 C -7.204 -3.808 -2.353  -0.14
30 F -7.986 -4.785 -1.599  0.07
31 F -7.937 -3.712 -3.612  0.07
32 C -5.808 -4.494 -2.719  -0.14
33 F -6.136 -5.647 -3.559  0.06
34 F -4.943 -3.685 -3.568  0.07
35 C -4.900 -5.056 -1.530  -0.17
36 F -5.492 -5.132 -0.236  0.09
37 F -3.758 -4.155 -1.406  0.06
38 C -4.232 -6.525 -1.815  -0.25
39 F -3.458 -6.563 -3.020  0.10
40 F -5.164 -7.603 -1.680  0.09
41 F -3.271 -6.704 -0.734  0.06
42 C -4.838 2.387 0.557  -0.37
43 N -3.473 1.831 0.268  -0.09
44 C -2.600 1.771 1.483  -0.19
45 C -1.614 0.495 1.540  -0.07
46 C -0.804 0.204 0.180  -0.26
47 F -1.601 -0.732 -0.593  0.04
48 F -0.413 1.378 -0.553  0.05
49 C 0.585 -0.588 0.554  -0.16
50 F 0.425 -1.397 1.760  0.04
51 F 1.679 0.334 0.823  0.06
52 C 1.075 -1.607 -0.599  -0.16
53 F 0.922 -1.103 -1.933  0.09
54 F 0.350 -2.866 -0.462  0.06
55 C 2.655 -2.027 -0.463  -0.24
56 F 3.056 -2.218 0.903  0.07
57 F 2.930 -3.290 -1.130  0.06
58 F 3.520 -1.067 -1.103  0.07
59 P -5.857 0.930 1.308  0.93
60 N -4.858 -0.531 1.453  -0.17
61 O -6.308 1.403 2.911  -0.34
62 H -9.358 3.086 0.161  0.08
63 H -3.786 4.292 -1.769  0.12
64 H -4.445 4.743 -0.108  0.14
65 H -6.610 5.009 -2.419  0.11
66 H -5.199 6.285 -2.227  0.14
67 H -9.581 7.374 -1.535  0.13
68 H -9.140 5.590 -1.712  0.10
69 H -7.314 7.342 -3.499  0.08
70 H -8.686 6.119 -4.097  0.08
71 H -9.084 7.896 -3.729  0.09
72 H -6.091 3.064 -3.190  0.16
73 H -3.653 3.299 -3.672  0.12
74 H -4.554 2.794 -5.193  0.14
75 H -4.864 3.220 1.352  0.13
76 H -2.951 2.393 -0.424  0.10
77 H -3.289 1.715 2.408  0.11
78 H -1.936 2.726 1.494  0.14
79 H -2.119 -0.493 1.851  0.12
80 H -0.820 0.716 2.362  0.14
81 H -4.236 -0.360 2.264  0.01
82 H -5.448 -1.348 1.681  0.03
83 H -5.508 1.297 3.484  0.04
84 C 3.636 -3.647 6.112  -0.09
85 C 4.988 -3.689 6.802  -0.30
86 O 5.906 -4.526 6.120  -0.23
87 P 6.454 -4.049 4.632  0.70
88 O 7.408 -2.962 5.148  -0.24
89 O 7.617 -5.219 4.432  -0.22
90 C 8.987 -4.854 4.291  -0.30
91 C 9.682 -4.785 5.642  -0.08
92 O 5.372 -5.216 3.976  -0.20
93 C 4.620 -4.790 2.846  -0.31
94 C 5.480 -4.199 1.746  -0.08
95 H 3.698 -3.068 5.186  0.06
96 H 2.887 -3.172 6.751  0.08
97 H 3.294 -4.652 5.853  0.09
98 H 5.402 -2.681 6.905  0.11
99 H 4.864 -4.100 7.807  0.12
100 H 9.077 -3.911 3.744  0.10
101 H 9.470 -5.617 3.677  0.11
102 H 9.092 -4.257 6.392  0.07
103 H 10.654 -4.293 5.550  0.08
104 H 9.843 -5.793 6.034  0.08
105 H 3.865 -4.063 3.165  0.09
106 H 4.085 -5.664 2.461  0.13
107 H 5.988 -3.289 2.081  0.07
108 H 4.870 -3.940 0.877  0.06
109 H 6.255 -4.908 1.438  0.09
110 C 7.807 0.774 2.136  -0.08
111 C 8.914 1.794 1.941  -0.30
112 O 9.356 1.846 0.594  -0.23
113 P 8.325 2.446 -0.554  0.70
114 O 8.480 3.922 -0.160  -0.23
115 O 9.398 2.492 -1.822  -0.22
116 C 9.717 3.730 -2.449  -0.30
117 C 10.907 4.399 -1.778  -0.08
118 O 8.063 0.810 -1.022  -0.20
119 C 6.710 0.452 -1.276  -0.32
120 C 6.016 1.388 -2.246  -0.08
121 H 6.874 1.133 1.691  0.06
122 H 7.621 0.598 3.198  0.08
123 H 8.057 -0.177 1.658  0.08
124 H 8.589 2.786 2.269  0.11
125 H 9.775 1.509 2.550  0.12
126 H 8.843 4.388 -2.464  0.10
127 H 9.964 3.519 -3.491  0.11
128 H 10.839 4.385 -0.690  0.07
129 H 11.004 5.436 -2.111  0.08
130 H 11.829 3.869 -2.034  0.08
131 H 6.161 0.415 -0.329  0.09
132 H 6.713 -0.562 -1.687  0.13
133 H 5.946 2.403 -1.842  0.07
134 H 5.000 1.042 -2.456  0.08
135 H 6.571 1.452 -3.187  0.09

Properties
electronic energy: -176452.18104 eV
E_HOMO: -8.53 eV
E_LUMO: -0.0544 Eh
SMILES: C#C[C@](CCOC(=O)CC)(O[C@@H](CC(=O)I)C(F)(F)C(F)(F)C(F)(F)C(F)(F)C(F)(F)C(F)(F)C(F)(F)C(F)(F)F)[C@H](NCCC(F)(F)C(F)(F)C(F)(F)C(F)(F)F)P(N)O.CCOP(=O)(OCC)OCC.CCOP(=O)(OCC)OCC